# C27H24BaCl3N4O2S

C27H24BaCl3N4O2S as an isolated structure (ωB97M-V with the def2-TZVPD basis set, the OMol25 dataset).

## Properties
HOMO-LUMO gap: 0.233 Ha
DFT total energy: -87535.3493 eV
ΔE to the lowest compared entry with this formula, charge and spin: 11.4 kcal per mole
total charge: +1
E_LUMO: -3.43 eV

Last column: natural (NBO) charge in e.
Element x y z (Å)
Ba 2.841 2.187 0.546  1.846
C 3.392 4.236 3.244  -0.306
C 4.212 3.988 2.100  -0.624
C 5.116 2.959 2.472  -0.421
C 4.790 2.526 3.774  -0.293
C 3.719 3.313 4.247  -0.312
H 2.627 4.999 3.310  0.212
H 4.444 4.746 1.345  0.223
H 5.951 2.614 1.867  0.206
H 5.282 1.735 4.327  0.216
H 3.256 3.232 5.223  0.220
Cl -2.986 1.620 -6.119  0.040
C -3.065 1.132 -4.462  -0.032
C -2.070 1.517 -3.584  -0.175
C -2.144 1.096 -2.268  -0.203
C -3.185 0.300 -1.792  -0.123
C -3.227 -0.164 -0.355  0.074
C -3.284 0.948 0.682  -0.216
N -2.067 1.767 0.774  -0.331
C -1.925 3.070 0.347  -0.058
C -0.623 3.394 0.551  -0.124
N 0.053 2.297 1.087  -0.621
C -0.856 1.342 1.191  0.192
O -2.171 -1.030 0.058  -0.553
C -1.168 -1.457 -0.852  -0.067
C -1.704 -2.176 -2.052  -0.144
C -1.196 -2.086 -3.310  -0.252
Cl 0.151 -1.130 -3.825  0.025
S -2.023 -3.065 -4.437  0.507
C -3.092 -3.623 -3.229  -0.405
C -2.812 -3.083 -2.014  -0.241
C -4.173 -0.053 -2.711  0.018
Cl -5.523 -1.058 -2.261  0.025
C -4.122 0.351 -4.036  -0.250
H -1.241 2.119 -3.934  0.226
H -1.342 1.381 -1.596  0.208
H -4.144 -0.719 -0.198  0.222
H -3.466 0.498 1.653  0.229
H -4.110 1.620 0.461  0.231
H -2.761 3.644 -0.027  0.244
H -0.147 4.354 0.401  0.223
H -0.708 0.350 1.592  0.222
H -0.560 -2.143 -0.263  0.209
H -0.532 -0.630 -1.163  0.174
H -3.873 -4.328 -3.484  0.255
H -3.373 -3.306 -1.112  0.238
H -4.897 0.048 -4.728  0.254
N 0.167 -3.181 2.486  -0.821
C 1.109 -3.674 1.632  0.648
O 1.000 -4.730 1.047  -0.568
C 2.328 -2.820 1.416  -0.173
C 3.558 -3.438 1.250  -0.088
C 4.682 -2.658 1.059  -0.238
C 4.534 -1.284 0.987  0.052
N 3.344 -0.676 1.078  -0.553
C 2.268 -1.446 1.306  0.043
H -0.633 -3.763 2.672  0.419
H 0.391 -2.459 3.148  0.399
H 3.614 -4.520 1.286  0.254
H 5.665 -3.100 0.961  0.245
H 5.398 -0.645 0.843  0.208
H 1.310 -0.938 1.387  0.187